Record 1
{
  "formula": "C36H76N4O24",
  "method": "ωB97M-V/def2-TZVPD",
  "symbols": ["C", "N", "O", "O", "H", "H", "H", "C", "N", "O", "O", "H", "H", "H", "C", "N", "O", "O", "H", "H", "H", "C", "N", "O", "O", "H", "H", "H", "C", "C", "O", "C", "C", "O", "H", "H", "H", "H", "H", "H", "H", "H", "C", "C", "O", "C", "C", "O", "H", "H", "H", "H", "H", "H", "H", "H", "C", "C", "O", "C", "C", "O", "H", "H", "H", "H", "H", "H", "H", "H", "C", "C", "O", "C", "C", "O", "H", "H", "H", "H", "H", "H", "H", "H", "C", "C", "O", "C", "C", "O", "H", "H", "H", "H", "H", "H", "H", "H", "C", "C", "O", "C", "C", "O", "H", "H", "H", "H", "H", "H", "H", "H", "C", "C", "O", "C", "C", "O", "H", "H", "H", "H", "H", "H", "H", "H", "C", "C", "O", "C", "C", "O", "H", "H", "H", "H", "H", "H", "H", "H"],
  "xyz": [[0.885, -1.183, -9.491], [1.097, 0.187, -9.885], [1.276, 1.134, -9.082], [1.054, 0.408, -11.082], [1.437, -1.673, -10.293], [-0.175, -1.437, -9.506], [1.422, -1.344, -8.556], [5.563, 1.959, 3.360], [5.181, 1.748, 1.976], [5.210, 0.581, 1.494], [4.821, 2.786, 1.433], [6.318, 2.744, 3.320], [5.962, 1.045, 3.799], [4.599, 2.126, 3.840], [-6.087, 0.390, -6.992], [-7.289, 0.292, -6.110], [-8.257, 0.977, -6.380], [-7.280, -0.533, -5.238], [-6.380, 0.630, -8.014], [-5.568, -0.567, -7.057], [-5.484, 1.190, -6.564], [2.204, -8.304, -3.225], [2.691, -9.025, -2.003], [3.171, -8.365, -1.090], [2.422, -10.262, -1.878], [2.585, -7.283, -3.194], [1.130, -8.263, -3.045], [2.383, -8.811, -4.173], [2.160, 9.066, -2.827], [3.189, 8.003, -2.469], [3.650, 8.228, -1.153], [4.655, 9.016, -0.945], [5.036, 9.111, 0.512], [5.401, 9.537, -1.776], [1.752, 9.013, -3.836], [2.797, 9.950, -2.867], [1.449, 9.332, -2.045], [2.627, 7.070, -2.527], [3.885, 7.964, -3.306], [4.852, 10.123, 0.874], [6.096, 8.897, 0.644], [4.428, 8.450, 1.130], [-1.028, -3.309, -0.550], [-1.676, -1.884, -0.405], [-0.807, -0.889, -0.918], [-0.870, -0.531, -2.189], [-0.115, 0.820, -2.399], [-1.497, -1.022, -3.124], [-1.632, -4.211, -0.448], [-0.189, -3.212, 0.139], [-0.695, -3.349, -1.587], [-2.636, -1.773, -0.908], [-1.840, -1.715, 0.659], [0.170, 0.870, -3.449], [0.830, 0.695, -1.869], [-0.698, 1.680, -2.068], [-4.006, -13.727, -2.081], [-3.223, -12.697, -2.947], [-3.722, -11.342, -2.904], [-4.744, -10.974, -3.710], [-4.791, -9.495, -3.735], [-5.479, -11.738, -4.358], [-4.108, -13.344, -1.065], [-3.426, -14.646, -2.164], [-5.020, -13.921, -2.430], [-2.194, -12.670, -2.589], [-3.195, -12.956, -4.005], [-5.388, -9.138, -2.897], [-5.325, -9.219, -4.645], [-3.784, -9.078, -3.761], [-4.910, 9.502, -1.195], [-4.631, 10.557, -0.089], [-5.756, 11.418, 0.042], [-5.833, 12.553, -0.559], [-7.034, 13.335, -0.095], [-4.980, 13.118, -1.251], [-4.640, 9.962, -2.146], [-5.931, 9.130, -1.113], [-4.160, 8.713, -1.237], [-4.538, 10.118, 0.904], [-3.667, 10.993, -0.350], [-6.829, 13.667, 0.923], [-7.924, 12.706, -0.062], [-7.271, 14.153, -0.776], [3.122, -3.627, 6.198], [3.138, -3.421, 7.774], [4.484, -3.619, 8.229], [5.308, -2.519, 8.108], [6.767, -2.869, 8.413], [5.040, -1.310, 7.841], [2.099, -3.604, 5.821], [3.643, -4.530, 5.881], [3.601, -2.760, 5.743], [2.654, -2.511, 8.130], [2.685, -4.330, 8.171], [7.300, -2.981, 7.469], [6.781, -3.813, 8.957], [7.320, -2.149, 9.016], [-7.053, -8.695, 8.023], [-5.832, -8.023, 8.512], [-5.511, -6.941, 7.590], [-4.521, -6.143, 7.794], [-4.419, -4.985, 6.764], [-3.785, -6.172, 8.796], [-7.633, -9.248, 8.762], [-6.736, -9.338, 7.202], [-7.737, -7.973, 7.577], [-6.077, -7.615, 9.493], [-4.953, -8.636, 8.709], [-5.334, -4.393, 6.792], [-4.356, -5.299, 5.722], [-3.481, -4.497, 7.029], [-3.139, 4.673, 3.281], [-1.612, 4.969, 3.407], [-1.355, 6.419, 3.440], [-0.184, 6.883, 3.677], [-0.013, 8.414, 3.572], [0.779, 6.192, 3.980], [-3.692, 5.180, 4.072], [-3.309, 3.602, 3.399], [-3.451, 5.051, 2.308], [-1.157, 4.458, 4.256], [-0.981, 4.611, 2.595], [-0.916, 8.910, 3.930], [0.192, 8.721, 2.546], [0.835, 8.615, 4.226], [6.904, 1.959, -5.200], [6.960, 0.583, -4.615], [8.314, 0.132, -4.437], [8.606, -0.872, -3.618], [10.111, -1.037, -3.420], [7.818, -1.581, -3.000], [7.284, 2.739, -4.540], [5.884, 2.113, -5.552], [7.532, 1.970, -6.092], [6.352, 0.392, -3.731], [6.466, -0.108, -5.298], [10.398, -1.855, -2.759], [10.528, -0.155, -2.935], [10.657, -1.036, -4.363]],
  "forces_ev_per_a": [[1.3, -0.9, 0.2], [-0.2, 4.5, -0.1], [-0.3, -2.6, -0.5], [0.0, -0.5, 0.0], [-0.4, -0.6, 0.2], [0.2, 0.2, 0.2], [-0.6, -0.1, 0.1], [0.3, -1.0, 0.8], [-0.3, -1.6, -1.6], [-0.2, 3.1, 0.8], [0.2, -1.4, -0.5], [-0.5, 0.2, 0.6], [0.1, 0.1, -0.3], [0.4, 0.8, 0.3], [0.2, 0.2, -0.4], [-0.9, -0.4, -1.2], [0.4, 0.4, -0.1], [0.5, -0.5, 0.8], [-0.3, 0.3, 0.3], [-0.1, 0.2, 0.7], [0.2, -0.2, -0.2], [-0.4, 0.3, 0.4], [-0.5, -2.6, 1.6], [-0.3, -0.4, -1.3], [0.8, 3.2, -1.0], [0.2, -0.3, 0.0], [0.0, 0.0, -0.2], [0.3, -0.2, 0.5], [1.4, 1.7, 0.1], [-2.4, -0.4, -1.6], [-1.1, -1.2, -0.5], [4.1, 1.4, -0.1], [-0.7, 0.1, 0.5], [-1.9, -0.7, 0.4], [-0.3, -0.5, 0.3], [-0.1, 0.6, -0.2], [-0.3, -0.7, -0.1], [0.5, -0.4, 0.8], [0.8, 0.2, 0.7], [0.1, 0.1, -0.1], [-0.1, 0.0, -0.2], [0.1, -0.1, 0.0], [0.0, 1.8, -0.8], [-1.0, -2.0, -0.1], [0.3, -0.1, 0.6], [-0.8, 2.0, -2.6], [0.6, -1.9, -0.1], [0.8, -0.2, 2.2], [-0.3, 0.4, 0.7], [0.2, -0.9, -0.2], [0.4, -0.1, 0.0], [0.0, -0.2, -0.1], [0.2, 0.5, -0.1], [-0.4, 0.2, 0.0], [-0.1, 0.6, 0.4], [0.1, -0.2, 0.0], [0.2, 1.0, -0.9], [-0.8, -0.5, 0.0], [-0.1, -0.4, 0.1], [-0.8, -2.2, -1.1], [-0.7, 0.5, -0.7], [2.0, 1.6, 1.8], [0.4, -0.3, 0.1], [-0.1, -0.1, 0.5], [0.1, 0.1, -0.3], [-0.1, 0.4, 0.1], [-0.1, -0.4, 0.1], [0.3, 0.1, 0.1], [0.0, 0.1, 0.1], [-0.2, 0.0, 0.3], [0.8, 0.8, 0.3], [0.5, -1.8, -0.6], [0.3, -1.7, 0.6], [1.2, 4.3, -1.3], [-0.8, -0.5, -0.4], [-0.9, -1.9, 0.8], [-1.0, 0.4, -0.2], [0.2, -0.1, -0.3], [-0.2, -0.4, 0.9], [0.0, -0.2, -0.1], [-0.4, 0.9, 0.2], [0.0, 0.2, -0.1], [0.0, -0.1, 0.2], [0.4, 0.1, 0.2], [-0.1, 1.4, 1.2], [-0.1, -2.1, -1.9], [1.1, 2.8, -0.4], [0.8, 3.3, 0.2], [-0.6, -0.9, 0.2], [-0.5, -4.7, 0.6], [-0.1, -0.3, 0.1], [-0.1, 0.0, 0.3], [0.2, -0.1, -0.1], [0.3, 0.0, -0.1], [-0.5, 0.4, 0.3], [0.0, -0.1, 0.0], [0.2, -0.1, -0.2], [-0.5, 0.3, -0.2], [-0.3, -0.6, -1.6], [0.5, 1.2, 1.7], [-1.6, -1.6, -0.7], [2.5, 2.1, 2.1], [0.3, -1.2, 0.3], [-1.4, -0.3, -2.1], [0.5, -0.1, 0.1], [-0.5, -0.4, 0.0], [0.0, 0.2, 0.1], [0.3, 0.6, 0.0], [0.0, -0.2, -0.5], [0.3, 0.3, 0.4], [0.1, -0.5, 0.1], [-0.5, 0.5, -0.1], [1.6, 0.8, 0.0], [0.4, -0.1, 0.1], [-3.2, -0.9, -0.4], [3.4, 0.5, 0.6], [-0.5, -1.1, 0.5], [-0.8, 0.2, -0.3], [0.1, 0.1, -0.1], [0.1, 0.1, -0.3], [-0.4, -0.3, 0.1], [-0.2, 0.5, 0.5], [-0.5, -0.2, -0.4], [0.1, 0.1, -0.1], [0.0, -0.1, 0.1], [-0.1, 0.3, -0.2], [0.5, -0.1, -0.3], [-0.9, -1.5, 0.0], [0.1, 0.6, -0.1], [0.0, -1.6, 1.9], [0.3, 0.7, -0.2], [0.5, 1.4, -1.3], [-0.4, 0.0, 0.1], [0.0, 0.4, 0.3], [0.1, 0.1, -0.1], [0.5, 0.6, 0.5], [0.2, -0.1, -0.5], [-0.5, -0.2, -0.4], [-0.3, 0.3, 0.1], [-0.2, -0.4, -0.1]],
  "lowdin_charge": [0.028, -0.443, 0.039, 0.055, 0.104, 0.113, 0.104, 0.022, -0.437, 0.042, 0.057, 0.108, 0.097, 0.111, 0.040, -0.461, 0.058, 0.072, 0.094, 0.095, 0.102, 0.039, -0.408, 0.062, 0.016, 0.095, 0.099, 0.097, -0.073, -0.225, 0.028, -0.556, 0.018, 0.073, 0.082, 0.070, 0.080, 0.118, 0.127, 0.087, 0.091, 0.081, -0.044, -0.209, -0.012, -0.517, 0.023, 0.073, 0.074, 0.075, 0.066, 0.118, 0.115, 0.077, 0.078, 0.085, -0.058, -0.198, -0.036, -0.516, 0.008, 0.072, 0.074, 0.074, 0.070, 0.116, 0.118, 0.096, 0.090, 0.090, -0.057, -0.198, 0.011, -0.565, 0.013, 0.070, 0.074, 0.079, 0.071, 0.119, 0.120, 0.092, 0.082, 0.088, -0.053, -0.192, -0.040, -0.444, 0.006, 0.036, 0.068, 0.075, 0.064, 0.121, 0.113, 0.086, 0.076, 0.084, -0.078, -0.212, 0.010, -0.538, 0.022, 0.055, 0.086, 0.080, 0.085, 0.123, 0.130, 0.083, 0.075, 0.081, -0.051, -0.169, 0.008, -0.579, 0.026, 0.067, 0.074, 0.074, 0.072, 0.115, 0.120, 0.078, 0.082, 0.083, -0.068, -0.232, -0.002, -0.521, 0.010, 0.077, 0.081, 0.083, 0.079, 0.123, 0.121, 0.085, 0.081, 0.081],
  "homo_lumo_gap_ev": 9.94,
  "smiles": "C[N+](=O)[O-].C[N+](=O)[O-].C[N+](=O)[O-].C[N+](=O)[O-].CCOC(C)=O.CCOC(C)=O.CCOC(C)=O.CCOC(C)=O.CCOC(C)=O.CCOC(C)=O.CCOC(C)=O.CCOC(C)=O",
  "e_homo_ev": -10.1,
  "max_force_ev_per_a": 4.7
}

Record 2
{
  "formula": "C2H4N",
  "method": "ωB97M-V/def2-TZVPD",
  "symbols": ["C", "C", "N", "H", "H", "H", "H"],
  "xyz": [[0.595, -1.092, 0.976], [-0.413, 0.663, -0.529], [0.151, -0.243, 0.321], [1.478, -2.125, 1.654], [0.120, 1.727, -0.632], [-0.368, 0.093, -1.476], [-1.564, 0.977, -0.314]],
  "forces_ev_per_a": [[2.3, -1.3, 0.5], [-2.6, 3.8, -2.4], [1.6, -2.9, 3.7], [-3.2, 3.5, -2.2], [-0.6, -2.7, 0.5], [-0.3, 0.9, 0.0], [2.8, -1.3, -0.1]],
  "lowdin_charge": [0.247, -0.065, -0.007, 0.356, 0.170, 0.121, 0.179],
  "homo_lumo_gap_ev": 11.65,
  "e_homo_ev": -17.9,
  "total_charge": 1,
  "max_force_ev_per_a": 5.2
}

For each record above, in turn, the calculated energy relative to the best compared isomer or geometry (same formula, charge and spin) values are 497.75 180.27 kJ/mol.